Entry 1:
The following is a DFT calculation (ωB97M-V with the def2-TZVPD basis set) of an isolated molecule of C19H26N4O3.

XYZ file:
```
52
C19H26N4O3 | the Open Molecules 2025 dataset | ωB97M-V with the def2-TZVPD basis set
C 6.4062 2.1255 -0.5130
H 6.0452 2.0392 -1.5352
H 7.1132 2.9503 -0.4616
H 6.9251 1.2049 -0.2564
C 5.2370 2.3609 0.4456
C 4.2662 1.2173 0.3740
C 3.2135 1.2368 -0.5318
C 2.3485 0.1643 -0.6385
C 2.5270 -0.9420 0.1768
C 3.5680 -0.9774 1.0903
C 4.4336 0.0966 1.1775
H 5.2482 0.0658 1.8865
H 3.7022 -1.8436 1.7193
N 1.6233 -2.0488 0.0752
C 0.2801 -1.8158 0.3442
C -0.6139 -2.9379 0.1844
C -1.9800 -2.7843 0.3627
N -2.5603 -1.6656 0.7181
C -3.9692 -1.4100 0.7629
H -4.2305 -1.0519 1.7634
H -4.5256 -2.3261 0.5534
C -4.3097 -0.3146 -0.2728
N -3.4361 0.8193 -0.0613
C -4.0020 1.8614 0.7722
C -5.0369 2.7708 0.0981
H -5.4739 3.4357 0.8381
H -5.8362 2.1859 -0.3528
H -4.5753 3.3786 -0.6756
H -4.4644 1.3702 1.6326
H -3.1795 2.4721 1.1495
C -2.6844 1.2681 -1.2201
C -1.3985 1.9856 -0.8215
H -0.8026 2.1765 -1.7107
H -0.8226 1.3652 -0.1399
H -1.6044 2.9390 -0.3433
H -2.4098 0.3780 -1.7921
H -3.2824 1.9158 -1.8824
H -5.3717 -0.0575 -0.1757
H -4.1568 -0.7261 -1.2731
H -2.5990 -3.6621 0.2049
C -0.1208 -4.2479 -0.1848
O -0.7997 -5.2439 -0.3326
N 1.2528 -4.3027 -0.3713
C 2.1594 -3.2733 -0.2810
O 3.3331 -3.4393 -0.5072
H 1.6388 -5.2021 -0.6351
O -0.0867 -0.6990 0.6960
H -1.9457 -0.8481 0.8129
H 1.5338 0.1852 -1.3460
H 3.0696 2.1008 -1.1644
H 5.6204 2.4584 1.4631
H 4.7337 3.2922 0.1786
```

The SMILES is CCc1ccc(N2C(=O)NC(=O)/C(=C/NCCN(CC)CC)C2=O)cc1. Its energy relative to the best compared isomer or geometry (same formula, charge and spin) is 0.6010 eV. The LUMO energy is 0.531 eV. The electronic energy is -32229.961 eV. The orbital gap comes out at 9.12 eV. As for the charge: 0. The spin multiplicity is 1.

Entry 2:
The following is a DFT calculation (ωB97M-V with the def2-TZVPD basis set) of C52H47F9NO2PtSb3 as an isolated structure in a non-equilibrium geometry.

XYZ file:
```
115
C52H47F9NO2PtSb3 | the Open Molecules 2025 dataset | ωB97M-V with the def2-TZVPD basis set
Pt -0.3356 -0.9673 0.4223
N -1.6672 0.8234 4.5590
C -1.2035 0.2815 3.3910
O -0.5644 0.9748 2.5635
C -1.4484 -1.1812 3.2683
C -1.6383 -1.7701 1.8955
H -1.5364 1.8253 4.6986
H -2.2095 0.3073 5.2467
H -2.3370 -1.4430 3.8972
H -0.5998 -1.6742 3.7586
H -2.6427 -1.6181 1.5055
H -1.3984 -2.8533 1.8655
C 3.8346 -1.2856 -0.3978
C 4.6823 -0.4511 0.5451
C 4.2317 -0.4827 1.9852
Sb 2.0448 -0.6064 2.2627
C 2.3533 0.0639 4.3937
C 2.1165 -0.7774 5.4587
C 2.4240 -0.3722 6.7731
C 2.9211 0.9083 7.0338
C 3.1849 1.7494 5.9443
C 2.8517 1.3346 4.6381
C 2.3008 -2.7642 2.5894
C 3.2534 -3.3364 3.4434
C 3.4249 -4.7164 3.4940
C 2.6001 -5.5748 2.7051
C 1.6520 -4.9974 1.8555
C 1.5341 -3.6014 1.7878
Sb 1.8365 -0.4995 -0.9872
C 2.1121 1.6270 -0.7716
C 3.1330 2.3314 -1.4223
C 3.4254 3.6533 -1.0704
C 2.6384 4.3216 -0.1121
C 1.5765 3.6362 0.4918
C 1.3167 2.2871 0.1477
C 2.4092 -0.5484 -3.1898
C 3.0846 -1.6592 -3.6703
C 3.5188 -1.6805 -5.0320
C 3.2543 -0.6427 -5.8970
C 2.5516 0.4789 -5.3926
C 2.1426 0.5328 -4.0642
H 3.6009 -2.2931 0.0513
H 4.3413 -1.5186 -1.3426
H 4.7225 0.5936 0.2106
H 5.7075 -0.8752 0.4985
H 4.5482 0.4024 2.5759
H 4.6421 -1.3909 2.4960
H 1.7268 -1.7913 5.3228
H 2.2363 -1.0898 7.5546
H 3.0584 1.2394 8.0628
H 3.6491 2.7212 6.0599
H 3.0136 2.0118 3.8211
H 3.8959 -2.7220 4.0651
H 4.1672 -5.1395 4.1604
H 2.7170 -6.6474 2.7521
H 0.9661 -5.5871 1.2358
H 0.8171 -3.1883 1.0597
H 3.7229 1.8409 -2.1994
H 4.2968 4.1180 -1.5466
H 2.7942 5.3631 0.1203
H 0.9966 4.1212 1.2484
H 0.4984 1.7755 0.6572
H 3.2447 -2.5476 -3.0480
H 4.1054 -2.5446 -5.3369
H 3.5356 -0.6609 -6.9497
H 2.3008 1.3091 -6.0553
H 1.6215 1.4100 -3.7024
C -2.1546 4.3432 -4.3900
C -2.8808 4.6518 -3.2477
C -2.8636 3.7840 -2.1373
C -2.1429 2.5793 -2.1562
C -1.3818 2.2828 -3.3137
C -1.3993 3.1609 -4.4124
Sb -2.2446 0.9839 -0.5055
C -4.7780 -0.1455 -2.2923
C -4.2874 -0.0116 -3.6913
C -5.1636 -0.6220 -4.5293
C -6.2740 -1.1331 -3.7721
C -6.0245 -0.8906 -2.4466
C -4.2322 0.2712 -1.0985
C -3.2816 2.3377 0.8700
C -2.4704 3.1636 1.6680
C -3.0341 4.1460 2.5049
C -4.4398 4.3277 2.5599
C -5.2285 3.5513 1.7218
C -4.6697 2.5741 0.8931
H -2.1475 5.0017 -5.2432
H -3.4914 5.5356 -3.2063
H -3.4404 4.0599 -1.2559
H -0.7918 1.3732 -3.3759
H -0.8444 2.8905 -5.3050
H -3.4095 0.5409 -3.9844
H -5.0543 -0.7957 -5.5883
H -7.1529 -1.5752 -4.2230
H -6.6408 -1.1975 -1.5974
H -4.8394 0.0167 -0.1898
H -1.3944 3.0040 1.6903
H -2.3893 4.7552 3.1131
H -4.8817 5.0131 3.2540
H -6.3032 3.6501 1.7401
H -5.3261 2.0207 0.2361
F -2.8345 -4.2358 -1.9725
C -2.1237 -3.4301 -1.1797
F -1.8347 -4.1100 -0.0480
F -2.9580 -2.4148 -0.7725
C -0.7785 -2.8605 -1.8580
O 0.1289 -2.3160 -1.0329
C -0.1065 -4.1222 -2.4069
F -0.7668 -4.5631 -3.5268
F -0.0678 -5.1025 -1.4999
F 1.1785 -3.8684 -2.7595
C -1.0867 -2.0485 -3.1251
F -1.1233 -0.6777 -2.7675
F -0.0503 -2.1246 -3.9786
F -2.2739 -2.3172 -3.7462
```

Its energy relative to the best compared isomer or geometry (same formula, charge and spin) is 0.0000 eV. The LUMO energy (alpha / beta) is -6.729 / -8.423 eV. The electronic energy is -107566.403 eV. The orbital gap (alpha / beta) comes out at 4.84 / 4.42 eV. Its expectation value of S² is 6.03. As for the charge: +2. The spin multiplicity is 5.